# 1
Entry from the Open Molecules 2025 dataset: an isolated molecule of C2H6N4O2 at a distorted geometry (ωB97M-V with the def2-TZVPD basis set).

The calculation puts the energy at -449.14617 Eh. For the orbital gap, the calculation gives 9.7 eV. Its LUMO energy is 0.004 eV. The value obtained for the energy above the lowest of the compared OMol25 structures with the same formula, charge and spin is 109.82 kcal/mol. Its net charge is 0. Its SMILES is [H]/N=C(/NO)C(=O)NN. For the highest occupied orbital energy, the calculation gives -9.73 eV.

Each line ends with the natural charge from an NBO analysis.
Cartesian coordinates (Å):
C -0.559 0.942 -0.184  0.60
C -1.189 -0.433 0.163  0.30
H 2.797 0.623 -0.184  0.39
H 1.736 0.512 1.384  0.38
H 1.105 2.106 -0.371  0.39
H -3.170 0.399 0.064  0.39
H -1.000 -2.334 0.365  0.38
H 1.124 -1.183 -0.449  0.49
N 1.858 0.164 0.309  -0.66
N 0.866 1.048 -0.236  -0.51
N -2.527 -0.525 0.029  -0.61
N -0.306 -1.527 0.297  -0.37
O -1.191 1.988 -0.338  -0.59
O 0.456 -1.780 -0.849  -0.57


# 2
Entry from the Open Molecules 2025 dataset: C2H6N4O2 as an isolated structure at a distorted geometry (ωB97M-V with the def2-TZVPD basis set).

The calculation puts the energy at -449.06077 Eh. For the orbital gap, the calculation gives 9.1 eV. Its LUMO energy is 0.271 eV. The value obtained for the energy above the lowest of the compared OMol25 structures with the same formula, charge and spin is 163.41 kcal/mol. Its net charge is 0. For the highest occupied orbital energy, the calculation gives -8.86 eV.

Each line ends with the natural charge from an NBO analysis.
Cartesian coordinates (Å):
C -0.705 0.047 -1.689  0.33
C 0.518 1.351 0.950  0.77
H -2.487 -1.868 -0.257  0.38
H -0.651 -2.789 -0.378  0.38
H -1.561 0.621 -2.075  0.20
H 1.401 0.431 -0.733  0.38
H 2.411 0.203 1.832  0.41
H 1.075 0.387 3.022  0.42
N -1.294 -2.014 -0.889  -0.70
N -0.338 -0.956 -1.022  -0.33
N 0.893 1.193 -0.446  -0.37
N 1.314 0.531 1.837  -0.92
O 0.015 1.263 -1.470  -0.36
O -0.592 1.601 1.318  -0.59


# 3
Entry from the Open Molecules 2025 dataset: an isolated molecule of C2H6N4S at a distorted geometry (ωB97M-V with the def2-TZVPD basis set).

The calculation puts the energy at -696.87004 Eh. For the orbital gap, the calculation gives 8.8 eV. Its LUMO energy is 0.435 eV. The value obtained for the energy above the lowest of the compared OMol25 structures with the same formula, charge and spin is 97.90 kcal/mol. Its net charge is 0. For the highest occupied orbital energy, the calculation gives -8.32 eV.

Each line ends with the natural charge from an NBO analysis.
Cartesian coordinates (Å):
C 0.794 1.744 0.600  -0.41
C 0.351 -1.968 -0.545  -0.76
N -2.076 0.376 -0.339  0.07
N -1.157 1.124 -0.636  -0.20
N -2.152 -0.626 0.289  -0.24
N 0.072 0.641 -0.005  -0.51
S -0.087 -0.807 0.800  0.72
H 0.123 2.401 1.155  0.20
H 1.565 1.369 1.268  0.21
H 1.255 2.314 -0.206  0.21
H -0.526 -2.190 -1.145  0.24
H 0.717 -2.881 -0.087  0.23
H 1.120 -1.497 -1.149  0.24


# 4
Entry from the Open Molecules 2025 dataset: an isolated molecule of C2H6N4S at a distorted geometry (ωB97M-V with the def2-TZVPD basis set).

The calculation puts the energy at -696.75921 Eh. For the orbital gap, the calculation gives 8.6 eV. Its LUMO energy is -0.761 eV. The value obtained for the energy above the lowest of the compared OMol25 structures with the same formula, charge and spin is 167.45 kcal/mol. Its net charge is 0. Its SMILES is C=[S@](=N)(N)NC#N. For the highest occupied orbital energy, the calculation gives -9.32 eV.

Each line ends with the natural charge from an NBO analysis.
Cartesian coordinates (Å):
C 0.044 0.814 -2.106  0.38
C -1.293 -1.873 0.501  -0.55
N -0.771 1.365 -2.742  -0.36
N 1.536 -0.868 0.875  -1.08
N 0.100 1.316 1.125  -0.98
N 0.898 0.329 -1.273  -0.84
S 0.244 -0.245 0.309  1.53
H -1.232 -1.589 1.644  0.14
H -2.242 -1.421 0.038  0.15
H 1.223 -1.740 1.187  0.38
H 0.372 2.059 0.383  0.40
H -0.793 1.466 1.448  0.38
H 1.913 0.387 -1.390  0.46


Q: Look up the LUMO energy of the fourth one.
A: -0.761 eV